{"formula": "C30H64N2O3P", "method": "ωB97M-V/def2-TZVPD", "elements": ["H", "H", "H", "H", "C", "C", "C", "C", "H", "H", "H", "C", "H", "C", "H", "C", "P", "C", "C", "H", "H", "C", "H", "H", "H", "H", "H", "H", "C", "C", "H", "H", "H", "H", "C", "C", "H", "H", "H", "H", "O", "H", "H", "H", "C", "H", "C", "C", "H", "H", "H", "H", "H", "C", "H", "C", "N", "H", "H", "H", "H", "H", "C", "C", "H", "H", "H", "C", "H", "H", "C", "C", "N", "C", "H", "H", "C", "C", "C", "H", "C", "H", "O", "O", "H", "H", "H", "H", "H", "H", "H", "H", "H", "H", "H", "H", "H", "C", "H", "H"], "positions_angstrom": [[5.38987, -0.50500, 1.26360], [3.89297, 0.63641, 2.39019], [4.42157, -2.71849, -0.41066], [1.22013, 0.48911, -9.41405], [-2.91942, 0.32276, 1.82286], [1.70372, -0.14086, 4.92060], [3.59348, -0.13220, 3.10824], [3.27965, 0.62204, -7.28350], [-6.81033, 1.12834, 4.26640], [-0.87801, 0.88068, 2.28794], [-0.37896, 1.18312, -9.47989], [0.48193, 1.61762, -4.47136], [-0.37781, 1.02112, -4.80942], [0.63090, -2.44481, 4.77468], [-0.02957, -0.79651, 6.03060], [-0.51876, 3.75845, -3.89051], [1.50856, 0.43009, -6.85683], [3.07710, -0.52876, -1.95099], [-7.86652, -0.05091, 5.74721], [-0.30658, -0.55260, 4.31918], [4.25164, 0.03608, -3.67915], [0.64890, 1.39759, -9.20061], [0.27911, 3.21405, -5.68731], [4.50786, 2.23248, -8.08794], [-3.85648, -0.51273, 3.59057], [-1.99068, -2.05744, 4.96470], [-0.35764, -1.22092, 1.04388], [1.29960, -0.56304, -3.79079], [-0.03327, -0.55720, 0.24364], [3.25843, 0.23084, -3.26859], [1.04009, 2.17526, -9.85234], [-0.34020, -4.20468, 4.03156], [3.07704, -1.79147, 0.20099], [1.77668, 1.02609, 3.10803], [0.73830, 1.84092, -7.71709], [-2.53047, -2.00358, 2.87266], [2.41153, 1.76769, -4.99684], [0.73162, -2.97849, 5.72195], [4.58336, 0.27677, -0.63399], [-3.22264, -0.30474, 0.97729], [-5.66061, -0.31889, 5.17793], [5.18124, -0.93224, -1.76466], [-3.45266, -2.51775, 2.59412], [2.32128, -0.01081, -1.35585], [2.10113, 0.03692, 3.44180], [-2.48303, -3.59525, 4.32940], [-0.42211, -3.12530, 3.88530], [-6.64754, 0.71410, 5.26515], [3.18783, 1.30739, -3.07598], [2.53446, -0.93301, -4.97068], [4.44635, -2.11426, 3.33148], [2.50492, -0.66069, 5.45586], [4.18344, 0.06279, 4.00829], [4.89597, -1.47954, 1.31192], [-0.11752, 4.72926, -3.60714], [-1.89731, -2.70761, 4.09104], [0.46853, 3.03359, -4.71152], [-0.33155, 1.53020, -0.17876], [3.79662, -0.09410, -6.63887], [-1.86504, -2.10782, 2.01290], [0.99465, -0.27788, 0.48109], [3.05799, -2.05317, 2.28240], [0.41073, -0.94835, 5.04284], [2.18622, -0.16328, -4.28353], [-3.70546, 1.07359, 1.92892], [3.35682, 0.19242, -8.28584], [-2.18764, -0.06574, 3.80723], [-0.93432, 0.67799, 0.15688], [-9.96904, -0.28658, 5.44691], [-6.30037, 1.49033, 5.94103], [-6.30284, -1.49628, 4.96451], [-1.60084, 1.05844, 1.48321], [1.71526, 1.02297, -5.09765], [4.14886, -1.73808, -0.01336], [-9.48839, 1.32113, 5.99665], [5.69626, -2.21136, 1.42849], [4.34294, -0.67819, -1.10908], [3.97465, -1.51873, 2.54744], [3.94557, 2.00242, -7.18629], [0.58996, 1.47461, -3.39484], [-2.88324, -0.52655, 3.10012], [1.53143, -0.69491, 2.86035], [-7.63211, -1.33714, 5.13240], [-5.75832, -2.50977, 4.66725], [-0.26732, 1.97974, -7.31945], [1.59860, -2.55867, 4.27417], [-1.70925, 0.52293, -0.60111], [-9.20852, 0.83659, 4.31343], [-7.80673, -0.19874, 6.82931], [-1.79183, 2.13351, 1.47698], [1.57866, 0.83354, 5.39739], [-0.72650, 3.20134, -2.97702], [4.65680, 2.03129, -6.36117], [3.23308, 2.81216, -7.03243], [-1.46459, 3.90525, -4.41512], [2.68251, -1.52744, -2.16621], [-0.01772, -1.13903, -0.68003], [-9.21283, 0.49036, 5.34740], [-0.14419, -2.95135, 2.84083], [1.27995, 2.78060, -7.63073]], "forces_ev_per_angstrom": [[0.02, -0.02, 0.04], [-0.04, -0.04, -0.06], [-0.07, 0.00, -0.01], [0.02, 0.02, 0.03], [-0.03, 0.01, -0.04], [0.03, -0.14, -0.12], [-0.03, 0.02, 0.01], [0.08, -0.15, -0.04], [-0.01, 0.05, 0.02], [0.00, 0.08, -0.02], [-0.01, 0.04, -0.03], [0.14, 0.10, 0.25], [0.04, 0.08, -0.12], [0.04, 0.03, -0.11], [-0.06, -0.03, -0.03], [0.08, 0.03, 0.03], [0.08, 0.14, 0.23], [0.13, -0.05, -0.06], [0.05, 0.00, 0.03], [0.01, 0.05, 0.04], [-0.02, 0.06, -0.07], [0.01, 0.00, 0.03], [0.03, 0.13, -0.04], [-0.03, 0.01, -0.04], [0.04, 0.12, 0.01], [0.01, -0.02, 0.01], [-0.06, -0.08, -0.06], [0.00, 0.00, -0.02], [0.01, -0.02, 0.10], [-0.12, 0.03, 0.12], [-0.05, 0.00, -0.02], [0.07, 0.00, -0.06], [-0.01, 0.00, 0.02], [-0.11, -0.04, 0.00], [-0.09, -0.07, -0.13], [0.01, 0.05, 0.10], [0.03, -0.02, -0.30], [-0.07, 0.04, 0.05], [0.03, 0.06, -0.11], [0.00, -0.01, 0.02], [-0.02, 0.04, 0.00], [0.06, 0.00, 0.10], [0.01, 0.00, -0.04], [-0.12, -0.15, -0.02], [0.06, -0.01, 0.08], [-0.01, 0.01, 0.01], [-0.03, -0.03, 0.11], [-0.07, -0.01, -0.02], [0.11, -0.01, 0.03], [0.05, -0.01, 0.03], [-0.03, 0.02, 0.02], [-0.02, 0.03, 0.05], [0.02, 0.09, -0.06], [0.01, -0.08, -0.03], [-0.03, 0.02, -0.04], [0.02, -0.05, -0.03], [-0.16, -0.25, -0.13], [-0.04, -0.04, -0.08], [0.04, -0.06, -0.12], [0.03, 0.02, 0.00], [0.00, 0.02, 0.05], [0.03, -0.06, 0.01], [0.04, 0.04, 0.02], [-0.03, 0.07, 0.07], [-0.01, 0.00, -0.04], [0.05, 0.08, 0.00], [-0.02, -0.02, -0.02], [-0.01, 0.06, -0.11], [-0.01, 0.01, 0.05], [0.02, -0.04, 0.04], [0.07, -0.03, -0.03], [0.07, -0.10, 0.11], [-0.18, -0.07, 0.11], [-0.06, 0.15, 0.02], [0.01, 0.02, -0.02], [0.00, 0.00, -0.03], [-0.05, 0.02, 0.05], [0.07, -0.02, 0.13], [0.01, -0.07, 0.09], [-0.09, -0.06, 0.00], [-0.05, -0.11, -0.04], [0.01, 0.09, -0.11], [0.02, -0.03, 0.05], [-0.04, 0.06, -0.01], [-0.03, 0.03, 0.00], [0.01, -0.08, 0.05], [-0.01, 0.04, 0.03], [0.00, -0.03, -0.01], [-0.05, -0.02, 0.00], [0.02, 0.00, 0.03], [0.09, 0.00, 0.01], [0.04, 0.02, 0.01], [-0.02, 0.02, 0.03], [0.00, 0.06, -0.02], [-0.01, -0.04, 0.04], [0.02, -0.02, -0.01], [0.02, 0.03, -0.03], [0.00, 0.00, -0.07], [-0.05, 0.05, -0.02], [0.04, 0.00, 0.08]], "mulliken_charge": [0.510, 0.442, 0.356, 0.362, -1.145, -1.385, -0.974, -0.540, 0.295, -0.152, 0.338, -0.916, 0.287, -0.695, 0.530, -0.792, -0.232, -0.675, 0.467, -0.651, 0.353, -1.290, 0.243, 0.283, -0.396, 0.371, -0.646, 0.478, 0.494, -0.582, 0.308, 0.391, 0.258, 0.517, -0.338, -1.073, 0.452, 0.412, 0.385, 0.441, -0.274, 0.386, 0.454, 0.066, 0.423, 0.470, -0.758, -0.520, 0.545, 0.616, 0.408, 0.454, 0.384, -1.035, 0.307, -0.824, -0.295, 0.355, 0.423, 0.559, -0.250, 0.366, 0.309, -1.120, 0.388, 0.558, 0.395, -0.669, 0.356, 0.324, 0.637, -0.236, 0.313, -0.576, 0.375, 0.436, -0.709, -0.605, -1.214, 0.551, 0.199, -0.479, -0.358, -0.513, 0.442, 0.224, 0.361, 0.337, 0.271, 0.473, 0.416, 0.250, 0.330, 0.335, 0.303, 0.422, 0.437, -1.410, 0.312, 0.385], "lumo_energy_ha": -0.07354, "total_charge": 1}

---

{"formula": "C8H10N2", "method": "ωB97M-V/def2-TZVPD", "elements": ["H", "C", "N", "H", "C", "H", "H", "H", "C", "C", "C", "C", "H", "C", "N", "H", "H", "H", "C", "H"], "positions_angstrom": [[1.34492, -0.79097, -1.15522], [-3.89738, 0.57054, -0.67855], [2.63774, 0.89055, -0.70872], [-3.64569, 1.78747, 1.30174], [-3.23504, -0.68127, -0.90089], [2.24193, 1.62635, -1.29904], [4.96185, -0.42819, 1.26449], [-2.40629, -0.03842, 2.08226], [3.02193, -1.09991, 0.24154], [3.79502, 1.02950, 0.09555], [4.10568, -0.24718, 0.61463], [-3.54614, 0.96335, 0.59533], [-3.28674, -1.30589, -1.79268], [2.24264, -0.45551, -0.63591], [-2.76184, -0.04760, 1.12308], [4.25913, 2.01576, 0.09735], [-4.51914, 1.23044, -1.28358], [2.94820, -2.12925, 0.59242], [-2.45210, -1.00650, 0.18636], [-1.80868, -1.88327, 0.25986]], "forces_ev_per_angstrom": [[0.36, 0.16, 0.21], [0.12, 0.70, 0.76], [1.17, -1.02, 0.86], [-0.64, 0.06, -0.85], [0.18, -0.08, -1.00], [0.27, -0.76, 0.50], [-0.48, -0.14, -0.21], [-0.13, 0.08, -0.83], [1.85, -1.20, 0.67], [-0.79, -1.20, -1.08], [-0.69, 2.58, 0.01], [0.77, -1.33, 1.00], [0.00, 0.41, 0.19], [-1.67, 1.85, -0.80], [1.39, -0.02, 0.91], [0.13, -0.58, 0.27], [0.23, -0.74, -0.24], [-0.17, 0.32, -0.43], [-1.63, 0.40, -0.56], [-0.28, 0.52, 0.61]], "mulliken_charge": [0.371, -0.531, -0.041, 0.356, -0.327, 0.219, 0.359, 0.204, -0.331, -0.345, -0.389, -0.194, 0.373, -0.554, -0.064, 0.346, 0.364, 0.363, -0.550, 0.371], "lumo_energy_ha": 0.03170, "smiles": "c1cc[nH]c1.c1cc[nH]c1", "total_charge": 0, "de_lowest_kj_mol": 63.1}

---

{"formula": "C6H9B", "method": "ωB97M-V/def2-TZVPD", "elements": ["C", "H", "H", "H", "B", "C", "H", "H", "C", "H", "H", "C", "C", "H", "H", "C"], "positions_angstrom": [[1.68879, -0.16081, 0.23521], [2.51661, 0.44879, 0.15151], [-0.47366, -0.90138, -2.33662], [1.56534, -0.45101, -1.99530], [-0.67296, 0.43034, 0.97891], [0.99324, -0.33535, -1.12552], [1.00109, 1.77544, 0.84807], [-1.42006, 0.61929, 2.01090], [-2.61565, -0.31170, -0.56172], [-3.17120, -0.32622, 0.33752], [1.19976, 0.64089, 2.18189], [-1.29684, -0.20410, -0.40952], [-0.31147, -0.40683, -1.40876], [2.07270, -1.08068, 0.51268], [-3.04776, -0.50575, -1.56899], [0.83689, 0.69115, 1.23185]], "forces_ev_per_angstrom": [[-2.51, 2.15, -1.37], [2.25, 0.97, -0.90], [-0.89, 0.32, -1.05], [1.47, -0.52, -0.81], [-1.92, -1.03, 1.37], [-0.10, 0.37, 1.18], [-0.34, -1.35, 0.71], [0.52, -0.14, -1.57], [0.41, -0.55, -1.27], [-1.13, 0.44, 0.43], [0.70, -0.06, 2.78], [0.55, 1.55, 2.52], [1.54, -0.51, 0.29], [0.24, -2.06, 1.14], [0.06, -0.09, 1.00], [-0.83, 0.51, -4.45]], "mulliken_charge": [-0.862, 0.412, 0.274, 0.403, 0.072, -0.387, 0.243, -0.110, -0.796, 0.310, 0.457, 0.416, -0.412, 0.391, 0.254, -0.664], "lumo_energy_ha": 0.01348, "smiles": "C=C1BCCC=C1", "total_charge": 0, "de_lowest_kj_mol": 104.5}

---

{"formula": "H2OSn", "method": "ωB97M-V/def2-TZVPD", "elements": ["H", "O", "Sn", "H"], "positions_angstrom": [[11.17649, -3.98062, 15.79696], [10.23241, -3.95972, 15.64043], [7.83943, -7.76293, 14.01492], [10.00724, -3.02950, 15.65515]], "forces_ev_per_angstrom": [[0.37, 0.01, 0.07], [-0.37, -0.60, -0.15], [0.13, 0.22, 0.09], [-0.12, 0.36, -0.01]], "mulliken_charge": [0.348, -0.660, 1.965, 0.347], "lumo_energy_ha": -0.52836, "total_charge": 2, "de_lowest_kj_mol": 213.1}

---

What DFT total energy values result from the calculations? In sequence: -1857.812587; -420.305634; -258.779553; -289.873670 Eh.